# C24H21BN9NiO2S2

A molecular structure, C24H21BN9NiO2S2 (ωB97M-V/def2-TZVPD, the OMol25 dataset).

Cartesian coordinates (Å):
Ni  -0.245  -0.323  0.074
C  2.377  -3.701  0.986
C  1.251  -3.142  0.378
N  1.206  -1.835  0.602
N  2.283  -1.518  1.345
C  3.001  -2.632  1.587
B  2.439  -0.022  1.764
N  1.180  0.292  2.621
C  1.107  0.563  3.938
C  -0.218  0.507  4.315
C  -0.902  0.171  3.144
N  -0.050  0.042  2.137
N  2.442  0.803  0.448
C  3.421  1.575  -0.060
C  3.035  1.984  -1.319
C  1.776  1.409  -1.504
N  1.440  0.698  -0.438
N  3.686  0.345  2.550
C  4.798  -0.315  2.965
C  5.598  0.573  3.635
C  4.889  1.787  3.575
N  3.751  1.646  2.924
H  2.692  -4.730  0.991
H  0.482  -3.627  -0.201
H  3.894  -2.623  2.182
H  1.986  0.803  4.509
H  -0.628  0.670  5.296
H  -1.961  0.028  3.001
H  4.314  1.794  0.496
H  3.572  2.622  -2.000
H  1.118  1.474  -2.356
H  4.973  -1.355  2.761
H  6.552  0.376  4.092
H  5.164  2.749  3.977
S  -1.391  2.010  0.078
C  -2.650  0.909  0.491
C  -3.901  1.314  0.985
C  -4.821  0.354  1.344
C  -4.501  -0.998  1.197
C  -3.256  -1.324  0.708
N  -2.348  -0.402  0.367
H  -4.100  2.370  1.087
H  -5.783  0.642  1.750
H  -5.206  -1.775  1.456
H  -2.959  -2.360  0.585
O  -4.005  2.288  -6.279
C  -3.934  0.946  -6.208
O  -4.522  0.270  -7.002
C  -3.081  0.364  -5.123
C  -2.632  -0.948  -5.293
C  -1.853  -1.550  -4.333
C  -1.508  -0.846  -3.164
S  -0.539  -1.617  -1.968
C  -1.970  0.467  -2.992
C  -2.753  1.062  -3.958
H  -3.429  2.718  -5.639
H  -2.913  -1.472  -6.196
H  -1.503  -2.566  -4.461
H  -1.729  0.997  -2.076
H  -3.135  2.059  -3.771

Output
E_LUMO (alpha / beta) = -0.006 / -0.113 Ha
Strongest force on any atom = 0.912 eV Å⁻¹
HOMO (alpha / beta) = -7.552 / -7.509 eV
2S+1 = 4

=====

# C4H3FS

2 unconnected molecules or ions with the total composition C4H3FS (ωB97M-V/def2-TZVPD, the OMol25 dataset).

Cartesian coordinates (Å):
C  -1.310  -0.713  0.197
C  -2.168  -1.417  -0.222
F  -3.142  -2.009  -0.693
H  -0.467  -0.194  0.589
C  1.818  0.908  1.219
C  1.613  0.998  0.007
S  1.491  1.340  -1.652
H  1.745  0.611  2.246
H  0.421  0.475  -1.692

Output
E_LUMO = 0.023 Ha
Structure (SMILES) = C#CF.C#CS
Energy above the lowest of the compared OMol25 structures with the same formula, charge and spin = 436.2 kJ/mol
Strongest force on any atom = 3.147 eV Å⁻¹
HOMO = -9.233 eV

=====

# C14H35BO3S

4 unconnected molecules or ions with the total composition C14H35BO3S (ωB97M-V/def2-TZVPD, the OMol25 dataset).

Cartesian coordinates (Å):
C  -1.277  -0.818  -1.328
C  -0.895  -2.018  -2.161
B  -0.352  -3.332  -1.271
C  1.234  -3.869  -1.369
C  2.001  -3.128  -0.080
C  3.441  -3.813  0.300
S  4.366  -4.525  -1.203
H  -2.031  -1.021  -0.454
H  -0.903  0.274  -1.515
H  -0.988  -2.013  -3.328
H  -1.081  -3.891  -0.511
H  1.292  -5.052  -1.272
H  1.631  -3.468  -2.398
H  1.268  -3.313  0.843
H  2.064  -1.967  -0.323
H  4.127  -2.946  0.740
H  3.361  -4.625  1.146
H  5.305  -3.492  -1.503
C  -3.615  2.288  0.421
C  -4.875  1.483  0.147
C  -5.241  0.605  1.333
O  -4.672  0.664  -1.002
H  -2.760  1.627  0.604
H  -3.356  2.905  -0.446
H  -3.744  2.940  1.290
H  -5.704  2.163  -0.078
H  -4.444  -0.115  1.549
H  -6.143  0.023  1.117
H  -5.420  1.208  2.230
H  -3.938  0.057  -0.811
C  -3.452  5.579  -3.701
C  -2.313  4.843  -3.016
C  -1.321  4.292  -4.028
O  -2.842  3.770  -2.241
H  -4.012  4.908  -4.362
H  -4.165  5.960  -2.961
H  -3.079  6.421  -4.293
H  -1.797  5.521  -2.327
H  -1.805  3.574  -4.700
H  -0.513  3.754  -3.521
H  -0.884  5.095  -4.630
H  -3.301  3.163  -2.844
C  5.947  -0.676  4.221
C  4.687  -1.480  3.947
C  4.321  -2.358  5.133
O  4.890  -2.299  2.798
H  6.802  -1.337  4.404
H  6.206  -0.058  3.354
H  5.818  -0.023  5.090
H  3.858  -0.800  3.722
H  5.118  -3.078  5.348
H  3.419  -2.940  4.917
H  4.142  -1.756  6.029
H  5.624  -2.906  2.989

Output
E_LUMO = 0.006 Ha
Structure (SMILES) = C=CBCCCS.CC(C)O.CC(C)O.CC(C)O
Strongest force on any atom = 3.406 eV Å⁻¹
HOMO = -8.466 eV

=====

# C5H8O2

C5H8O2 in the gas phase (ωB97M-V/def2-TZVPD, the OMol25 dataset).

Cartesian coordinates (Å):
O  -0.282  2.378  -0.196
C  -0.979  1.246  0.275
C  -0.854  0.045  -0.663
C  0.399  -0.801  -0.547
C  0.851  -1.463  0.759
C  2.173  -0.704  0.541
O  1.664  -0.056  -0.509
H  0.664  2.187  -0.165
H  -2.034  1.542  0.320
H  -1.697  -0.641  -0.500
H  -0.938  0.431  -1.687
H  0.448  -1.499  -1.388
H  0.361  -1.093  1.669
H  0.892  -2.556  0.796
H  -0.668  0.985  1.299

Output
E_LUMO = 0.028 Ha
Energy above the lowest of the compared OMol25 structures with the same formula, charge and spin = 362.8 kJ/mol
Strongest force on any atom = 0.431 eV Å⁻¹
HOMO = -8.853 eV

=====

# C3H9NO3

2 unconnected molecules or ions with the total composition C3H9NO3 (ωB97M-V/def2-TZVPD, the OMol25 dataset).

Cartesian coordinates (Å):
N  0.138  -0.542  1.396
C  0.358  0.669  0.626
C  -1.002  1.326  0.312
O  -1.449  1.562  -0.797
C  1.151  0.430  -0.685
O  2.471  -0.050  -0.548
H  0.983  -0.912  1.776
H  -0.365  -1.345  0.923
H  0.858  1.315  1.322
H  -1.607  1.517  1.257
H  0.528  -0.264  -1.303
H  1.280  1.347  -1.217
H  2.384  -0.998  -0.254
O  -1.642  -1.562  -0.713
H  -1.613  -0.603  -1.001
H  -2.474  -1.890  -1.093

Output
E_LUMO = 0.024 Ha
Structure (SMILES) = N[C@H](C=O)CO.O
Energy above the lowest of the compared OMol25 structures with the same formula, charge and spin = 185.5 kJ/mol
Strongest force on any atom = 2.185 eV Å⁻¹
HOMO = -9.411 eV

=====

# C6H14O

C6H14O in the gas phase (ωB97M-V/def2-TZVPD, the OMol25 dataset).

Cartesian coordinates (Å):
C  -2.894  -0.389  0.858
C  -2.307  0.289  -0.577
C  -0.878  0.844  -0.362
C  0.386  0.087  -0.812
C  1.528  0.310  0.190
C  2.780  -0.493  -0.121
O  3.746  -0.200  0.874
H  -3.901  -0.739  0.631
H  -2.994  0.289  1.739
H  -2.338  -1.267  1.263
H  -2.326  -0.518  -1.308
H  -2.997  1.097  -0.828
H  -0.748  1.940  -0.356
H  -1.191  0.502  0.628
H  0.770  0.322  -1.823
H  0.137  -0.981  -0.840
H  1.805  1.372  0.224
H  1.187  0.045  1.198
H  2.539  -1.569  -0.133
H  3.155  -0.230  -1.124
H  4.542  -0.710  0.681

Output
E_LUMO = 0.038 Ha
Structure (SMILES) = CCCCCCO
Energy above the lowest of the compared OMol25 structures with the same formula, charge and spin = 207.5 kJ/mol
Strongest force on any atom = 3.488 eV Å⁻¹
HOMO = -9.820 eV

=====

no.,total energy (a.u.)
1,-3900.13468
2,-652.07475
3,-1202.96868
4,-345.66678
5,-400.15082
6,-312.17599